Formula: C21H26N2O9S
Source: OMol25
Level of theory: wB97M-V/def2-TZVPD

Positions of all 59 atoms, in Å:
C  -2.36  -3.47  -3.53
C  -0.88  -3.80  -3.02
C  -0.12  -2.59  -2.30
C  -0.45  -2.70  -0.71
C  -0.60  -1.13  -2.74
O  -0.68  -0.90  -4.17
S  0.69  -1.40  -4.99
O  1.52  -0.28  -5.55
O  0.19  -2.21  -6.16
C  1.80  -2.51  -4.02
C  1.47  -2.64  -2.46
C  2.13  -4.01  -1.96
C  3.52  -3.74  -1.18
O  3.93  -4.60  -0.39
O  4.31  -2.59  -1.40
H  -2.27  -2.86  -4.50
H  -2.88  -4.46  -3.74
H  -2.90  -2.85  -2.75
H  -0.99  -4.62  -2.22
H  -0.26  -4.29  -3.85
H  0.07  -1.89  -0.12
H  -1.58  -2.56  -0.60
H  -0.22  -3.74  -0.32
H  -1.67  -1.01  -2.34
H  0.01  -0.33  -2.18
H  1.70  -3.56  -4.47
H  2.90  -2.23  -4.18
H  1.96  -1.75  -1.94
H  2.41  -4.71  -2.82
H  1.48  -4.61  -1.26
H  3.90  -1.83  -0.91
O  4.26  -0.49  0.49
N  3.13  -0.04  0.41
O  2.40  -0.18  -0.57
C  2.61  0.72  1.54
C  3.43  0.93  2.66
C  2.94  1.67  3.72
C  1.65  2.19  3.68
C  0.84  1.97  2.57
C  1.32  1.23  1.49
H  4.43  0.53  2.70
H  3.56  1.84  4.59
H  1.27  2.77  4.51
H  -0.17  2.38  2.54
H  0.68  1.07  0.63
O  -1.50  3.28  1.98
N  -2.64  3.73  1.89
O  -3.36  3.59  0.92
C  -3.16  4.48  3.03
C  -2.35  4.70  4.14
C  -2.84  5.44  5.21
C  -4.13  5.96  5.16
C  -4.94  5.73  4.05
C  -4.45  4.99  2.98
H  -1.34  4.30  4.19
H  -2.22  5.62  6.08
H  -4.51  6.54  5.99
H  -5.94  6.13  4.02
H  -5.09  4.83  2.12

Output
Net charge: 0
Maximum force in hartree/bohr: 0.135
SMILES: CC[C@]1(C)COS(=O)(=O)C[C@@H]1CC(=O)O.O=[N+]([O-])c1ccccc1.O=[N+]([O-])c1ccccc1
Orbital gap in Ha: 0.3202

Which charges does natural (NBO) predict for the atoms? In e, they are: atom 1 (C): -0.63, atom 2 (C): -0.43, atom 3 (C): -0.05, atom 4 (C): -0.63, atom 5 (C): -0.11, atom 6 (O): -0.66, atom 7 (S): 2.21, atom 8 (O): -0.89, atom 9 (O): -0.92, atom 10 (C): -0.65, atom 11 (C): -0.24, atom 12 (C): -0.52, atom 13 (C): 0.79, atom 14 (O): -0.55, atom 15 (O): -0.74, atom 16 (H): 0.24, atom 17 (H): 0.22, atom 18 (H): 0.20, atom 19 (H): 0.21, atom 20 (H): 0.22, atom 21 (H): 0.22, atom 22 (H): 0.22, atom 23 (H): 0.22, atom 24 (H): 0.21, atom 25 (H): 0.21, atom 26 (H): 0.26, atom 27 (H): 0.29, atom 28 (H): 0.26, atom 29 (H): 0.24, atom 30 (H): 0.25, atom 31 (H): 0.50, atom 32 (O): -0.37, atom 33 (N): 0.54, atom 34 (O): -0.41, atom 35 (C): 0.00, atom 36 (C): -0.18, atom 37 (C): -0.21, atom 38 (C): -0.16, atom 39 (C): -0.24, atom 40 (C): -0.13, atom 41 (H): 0.25, atom 42 (H): 0.22, atom 43 (H): 0.21, atom 44 (H): 0.26, atom 45 (H): 0.24, atom 46 (O): -0.42, atom 47 (N): 0.53, atom 48 (O): -0.35, atom 49 (C): 0.08, atom 50 (C): -0.20, atom 51 (C): -0.21, atom 52 (C): -0.17, atom 53 (C): -0.21, atom 54 (C): -0.20, atom 55 (H): 0.24, atom 56 (H): 0.23, atom 57 (H): 0.22, atom 58 (H): 0.23, atom 59 (H): 0.25